Record 1
Here is an isolated molecule of C4H6FNO3S in a non-equilibrium geometry from OMol25. Energies are from ωB97M-V with the def2-TZVPD basis set.

Cartesian coordinates (Å):
C1 2.104 -1.328 0.487
C2 0.708 -0.829 0.251
N1 -0.348 -1.545 0.206
O1 -1.591 -1.073 -0.092
C3 -1.965 0.121 -0.734
C4 -1.365 1.301 0.057
F1 -1.794 1.244 1.320
S1 0.661 0.986 -0.052
O2 1.222 1.772 1.006
O3 1.015 1.138 -1.416
H1 2.179 -2.070 1.196
H2 2.879 -0.658 0.690
H3 2.486 -1.938 -0.367
H4 -3.006 0.214 -0.567
H5 -1.647 0.268 -1.724
H6 -1.539 2.398 -0.259

Values from the calculation:
ΔE to the lowest compared entry with this formula, charge and spin, kcal per mole: 0.0
Lowest unoccupied orbital energy, eV: 0.6
DFT total energy, eV: -25426.1129
SMILES: CC1=NOC[C@@H](F)S1(=O)=O

Record 2
Here is C2H5N2S3 as an isolated structure in a non-equilibrium geometry from OMol25. Energies are from ωB97M-V with the def2-TZVPD basis set.

Cartesian coordinates (Å):
C1 -0.372 -0.159 1.055
C2 -0.026 0.241 -0.907
N1 -1.445 -0.870 1.030
N2 1.244 0.693 -1.038
S1 0.602 0.567 2.215
S2 -0.324 -1.431 -1.464
S3 -2.115 -1.376 -0.544
H1 -0.760 0.960 -0.990
H2 -1.822 -1.342 1.808
H3 1.814 0.429 -1.797
H4 1.744 0.621 1.420
H5 1.459 1.668 -0.789

Values from the calculation:
ΔE to the lowest compared entry with this formula, charge and spin, kcal per mole: 35.3
Lowest unoccupied orbital energy, eV: -4.4
Total charge: +1
DFT total energy, eV: -37632.0422

Record 3
Here is a 3-piece molecular cluster, C15H42BrClN7O2P2 overall in a non-equilibrium geometry from OMol25. Energies are from ωB97M-V with the def2-TZVPD basis set.

Cartesian coordinates (Å):
C1 8.341 4.808 4.365
C2 7.100 4.474 3.520
C3 5.782 4.758 4.255
Br1 4.726 6.150 3.187
N1 5.153 3.517 4.358
Cl1 3.501 3.711 4.905
H1 9.235 4.690 3.749
H2 8.249 5.852 4.663
H3 8.440 4.165 5.239
H4 7.128 3.464 3.123
H5 7.137 5.168 2.680
H6 5.982 5.156 5.260
O1 -1.214 4.326 0.983
P1 -0.629 2.927 0.910
N2 1.028 3.337 0.887
C4 2.091 2.626 0.218
C5 1.540 3.997 2.097
N3 -1.256 2.543 -0.674
C6 -0.543 2.992 -1.856
C7 -2.674 2.850 -0.806
N4 -0.373 1.243 1.201
C8 -0.032 0.858 2.568
C9 -0.340 0.154 0.247
H7 2.448 1.751 0.782
H8 2.944 3.294 0.087
H9 1.814 2.299 -0.783
H10 1.813 3.268 2.864
H11 0.796 4.671 2.523
H12 2.419 4.602 1.873
H13 -0.221 4.039 -1.784
H14 -1.171 2.890 -2.744
H15 0.329 2.363 -2.051
H16 -2.854 3.918 -0.976
H17 -3.217 2.560 0.096
H18 -3.105 2.285 -1.639
H19 1.034 0.625 2.664
H20 -0.610 -0.011 2.894
H21 -0.260 1.665 3.266
H22 0.555 0.196 -0.381
H23 -1.217 0.140 -0.395
H24 -0.326 -0.818 0.746
O2 -1.140 -3.237 -0.730
P2 -1.999 -3.616 -1.934
N5 -3.445 -3.649 -0.977
C10 -4.577 -4.530 -1.128
C11 -3.875 -2.359 -0.445
N6 -1.328 -5.200 -2.167
C12 -1.709 -6.282 -1.276
C13 0.125 -5.174 -2.321
N7 -2.931 -3.766 -3.391
C14 -3.576 -2.555 -3.886
C15 -3.252 -4.963 -4.139
H25 -5.271 -4.215 -1.925
H26 -5.146 -4.553 -0.196
H27 -4.286 -5.559 -1.319
H28 -4.473 -1.797 -1.178
H29 -3.018 -1.745 -0.169
H30 -4.474 -2.491 0.460
H31 -1.700 -5.985 -0.220
H32 -1.033 -7.130 -1.395
H33 -2.698 -6.672 -1.530
H34 0.642 -5.077 -1.360
H35 0.432 -4.337 -2.952
H36 0.466 -6.089 -2.812
H37 -4.653 -2.562 -3.677
H38 -3.431 -2.436 -4.962
H39 -3.149 -1.668 -3.414
H40 -3.967 -5.596 -3.606
H41 -2.371 -5.554 -4.375
H42 -3.706 -4.703 -5.099

Values from the calculation:
Lowest unoccupied orbital energy, eV: 0.7
Total charge: -1
DFT total energy, eV: -131900.6901

Record 4
Here is C35H37CdClO4P2 as an isolated structure in a non-equilibrium geometry from OMol25. Energies are from ωB97M-V with the def2-TZVPD basis set.

Cartesian coordinates (Å):
Cd1 1.994 -2.053 5.861
C1 -2.425 0.146 6.667
C2 -2.507 -0.160 5.368
C3 -2.788 0.762 4.226
C4 -1.561 1.497 3.614
C5 -0.563 2.067 4.565
C6 -0.816 2.502 5.809
C7 -2.188 2.682 6.402
C8 -2.647 1.499 7.275
C9 2.697 -0.094 5.364
H1 -2.334 -0.640 7.420
H2 -2.341 -1.202 5.063
H3 -3.554 1.501 4.488
H4 -3.205 0.143 3.414
H5 -1.059 0.830 2.895
H6 -1.963 2.336 3.029
H7 0.463 2.107 4.181
H8 -0.004 2.899 6.437
H9 -2.950 2.913 5.646
H10 -2.140 3.560 7.069
H11 -2.069 1.532 8.209
H12 -3.703 1.674 7.550
H13 3.447 0.243 6.095
H14 1.826 0.581 5.341
H15 3.156 -0.196 4.365
P1 0.094 -2.273 -3.441
P2 2.039 0.386 -3.729
C10 -0.524 -0.680 -4.049
C11 0.292 0.398 -4.205
C12 -0.745 -3.457 -4.579
C13 -1.919 -3.160 -5.285
C14 -2.528 -4.142 -6.077
C15 -1.945 -5.408 -6.201
C16 -0.741 -5.692 -5.539
C17 -0.136 -4.720 -4.743
C18 -0.896 -2.405 -1.893
C19 -0.528 -1.526 -0.856
C20 -1.238 -1.533 0.343
C21 -2.312 -2.413 0.522
C22 -2.673 -3.286 -0.510
C23 -1.961 -3.297 -1.713
C24 2.712 1.175 -5.288
C25 2.667 0.381 -6.451
C26 3.058 0.910 -7.682
C27 3.518 2.232 -7.762
C28 3.597 3.014 -6.605
C29 3.212 2.483 -5.367
C30 2.118 1.796 -2.561
C31 3.261 1.864 -1.737
C32 3.437 2.951 -0.886
C33 2.468 3.962 -0.825
C34 1.313 3.868 -1.608
C35 1.123 2.775 -2.461
H16 -1.601 -0.616 -4.254
H17 -0.062 1.314 -4.699
H18 -2.366 -2.170 -5.222
H19 -3.461 -3.911 -6.598
H20 -2.422 -6.172 -6.816
H21 -0.275 -6.674 -5.644
H22 0.807 -4.928 -4.235
H23 0.304 -0.833 -1.005
H24 -0.951 -0.848 1.142
H25 -2.865 -2.414 1.464
H26 -3.515 -3.966 -0.379
H27 -2.244 -3.984 -2.513
H28 2.301 -0.645 -6.391
H29 2.998 0.294 -8.581
H30 3.815 2.649 -8.728
H31 3.955 4.044 -6.663
H32 3.283 3.101 -4.471
H33 4.006 1.067 -1.789
H34 4.336 3.013 -0.271
H35 2.614 4.817 -0.164
H36 0.553 4.650 -1.560
H37 0.212 2.694 -3.054
O1 1.312 -0.843 9.885
Cl1 0.211 -0.363 9.082
O2 -1.040 -1.009 9.464
O3 0.079 1.089 9.203
O4 0.484 -0.691 7.631

Values from the calculation:
ΔE to the lowest compared entry with this formula, charge and spin, kcal per mole: 33.2
Lowest unoccupied orbital energy, eV: -3.2
DFT total energy, eV: -80737.2142

Record 5
Here is an isolated molecule of C17H12Cl2N4O3 in a non-equilibrium geometry from OMol25. Energies are from ωB97M-V with the def2-TZVPD basis set.

Cartesian coordinates (Å):
O1 -1.270 2.888 0.445
C1 -0.593 2.144 -0.205
C2 0.711 2.457 -0.337
C3 1.807 1.698 -0.733
N1 3.125 2.355 -0.627
C4 4.273 1.537 -0.531
C5 5.501 2.070 -0.067
C6 6.497 1.121 0.224
Cl1 8.003 1.533 1.018
C7 6.391 -0.216 -0.098
Cl2 7.837 -1.110 0.009
C8 5.346 -0.624 -0.922
C9 4.230 0.156 -1.064
N2 3.048 -0.336 -1.550
C10 1.806 0.240 -1.313
O2 0.801 -0.163 -1.879
N3 -1.203 0.892 -0.405
N4 -2.524 0.578 -0.040
C11 -2.902 -0.617 0.316
C12 -4.210 -1.028 0.754
C13 -5.349 -0.330 0.292
C14 -6.637 -0.898 0.346
C15 -6.734 -2.065 0.921
C16 -5.726 -2.888 1.435
C17 -4.419 -2.291 1.343
O3 -3.364 -2.998 1.718
H1 0.920 3.486 -0.155
H2 3.106 3.108 0.047
H3 5.610 3.167 0.115
H4 5.429 -1.576 -1.414
H5 3.085 -1.136 -2.122
H6 -0.508 0.210 -0.842
H7 -2.057 -1.332 0.475
H8 -5.173 0.596 -0.154
H9 -7.573 -0.522 0.036
H10 -7.740 -2.434 1.034
H11 -6.028 -3.781 1.913
H12 -3.519 -3.893 2.014

Values from the calculation:
ΔE to the lowest compared entry with this formula, charge and spin, kcal per mole: 14.4
Lowest unoccupied orbital energy, eV: -0.7
DFT total energy, eV: -54967.8854
SMILES: O=C(/C=C1/Nc2cc(Cl)c(Cl)cc2NC1=O)N/N=C/c1ccccc1O

Record 6
Here is C15H20Cl2O15V as an isolated structure in a non-equilibrium geometry from OMol25. Energies are from ωB97M-V with the def2-TZVPD basis set.

Cartesian coordinates (Å):
V1 -0.023 0.265 -0.070
Cl1 -1.297 -0.758 1.547
Cl2 1.657 1.056 -1.260
C1 0.089 -5.026 -1.651
C2 -1.305 -4.436 -1.161
O1 -0.817 -3.203 -0.565
C3 0.409 -2.897 -1.049
O2 0.848 -1.774 -0.964
O3 0.999 -3.847 -1.731
H1 0.015 -5.529 -2.624
H2 0.430 -5.720 -0.866
H3 -1.778 -5.104 -0.445
H4 -1.963 -4.311 -2.031
C4 -2.926 4.564 0.113
C5 -2.908 4.533 -1.474
O4 -2.404 3.226 -1.661
C6 -1.843 2.745 -0.591
O5 -1.357 1.639 -0.622
O6 -2.090 3.411 0.508
H5 -3.957 4.484 0.447
H6 -2.438 5.486 0.431
H7 -2.315 5.339 -1.912
H8 -3.940 4.589 -1.815
C7 3.459 2.579 3.128
C8 2.280 3.144 3.924
O7 1.095 2.903 3.149
C9 1.437 2.107 2.161
O8 0.595 1.614 1.430
O9 2.696 1.868 2.018
H9 4.118 1.883 3.659
H10 4.033 3.383 2.625
H11 2.530 4.188 4.129
H12 2.194 2.625 4.890
C10 5.187 -1.057 0.869
C11 5.039 -2.231 1.864
O10 3.613 -2.079 2.305
C12 3.008 -1.241 1.447
O11 1.847 -0.993 1.476
O12 3.865 -0.650 0.592
H13 5.711 -1.500 0.003
H14 5.873 -0.271 1.246
H15 5.744 -2.230 2.721
H16 5.080 -3.198 1.291
C13 -4.696 -1.632 -2.176
C14 -4.613 -0.490 -3.243
O13 -3.423 0.154 -2.778
C15 -2.650 -0.798 -2.219
O14 -1.465 -0.627 -1.835
O15 -3.296 -1.902 -1.875
H17 -5.254 -2.495 -2.502
H18 -5.217 -1.191 -1.296
H19 -5.428 0.216 -3.287
H20 -4.446 -0.813 -4.270

Values from the calculation:
Lowest unoccupied orbital energy (spin up / spin down), eV: -2.7 / -1.8
Total charge: +1
DFT total energy, eV: -97321.2043
Spin multiplicity: 3

- The lowest DFT total energy belongs to which entry?
  C15H42BrClN7O2P2